i | Molecular formula: C15H17N3O5
Method: DFT, ωB97M-V/def2-TZVPD

Properties
**Structure (SMILES)**: N[C@@H](Cc1c[nH]c2ccccc12)C(=O)N[C@@H](CC(=O)O)C(=O)O
**M**: 319.3 u
**Net charge**: 0
**HOMO energy**: -7.8 eV

Last column: Löwdin charge in e.
Atoms and positions in Å:
C (0.20621, -0.57388, 0.11673)  -0.33
C (-1.20174, -0.74650, -0.09267)  -0.42
C (0.73395, 0.43537, -1.02160)  -0.09
C (2.11774, 0.88305, -0.72208)  -0.18
C (2.53933, 2.09148, -0.21961)  -0.08
C (3.28964, -0.00881, -0.37914)  -0.07
C (4.24792, 0.84427, 0.19855)  -0.29
C (3.63959, -1.46833, -0.58434)  0.01
C (5.46458, 0.33133, 0.67139)  -0.02
C (4.96825, -1.78983, -0.23478)  -0.15
C (5.85710, -0.95580, 0.28672)  -0.15
C (-3.46880, 0.30908, -0.05185)  -0.29
C (-3.81781, 1.67120, -0.02695)  -0.35
C (-4.25910, -0.57991, 1.00440)  0.02
C (-5.58468, -1.14715, 0.30166)  -0.45
H (0.03848, -2.40335, -0.45823)  0.08
H (0.90243, -2.31077, 0.95035)  0.11
H (0.51105, 0.03952, 1.06217)  0.19
H (-0.01284, 1.35037, -0.92487)  0.14
H (0.35423, 0.09082, -2.02693)  0.13
H (2.03192, 3.10966, -0.52226)  0.15
H (4.38716, 2.72690, 0.85155)  0.14
H (2.76417, -2.12621, -0.84987)  0.09
H (6.20175, 0.91266, 1.38036)  0.14
H (5.32238, -2.81729, -0.64377)  0.13
H (6.88907, -1.02541, 0.35539)  0.08
H (-1.73286, 1.15207, 0.73679)  0.14
H (-3.65256, -0.22245, -1.05477)  0.20
H (-4.29220, -0.13719, 2.07481)  0.17
H (-3.72261, -1.46048, 1.20280)  0.09
H (-5.67490, 0.39436, -0.82945)  0.01
H (-5.47106, 2.82119, -0.21896)  0.25
N (0.77548, -1.87750, 0.03272)  0.05
N (3.79584, 2.09542, 0.38271)  0.09
N (-2.13784, 0.24871, 0.42294)  0.09
O (-1.59394, -1.63703, -0.80208)  0.10
O (-3.20342, 2.54381, 0.55810)  0.14
O (-5.95569, -2.26619, 0.61615)  0.09
O (-6.14304, -0.42365, -0.69715)  0.11
O (-5.11317, 1.92647, -0.84493)  -0.05

=====

ii | Molecular formula: C15H17N3O5
Method: DFT, ωB97M-V/def2-TZVPD

Properties
**Structure (SMILES)**: N[C@@H](Cc1c[nH]c2ccccc12)C(=O)N[C@@H](CC(=O)O)C(=O)O
**M**: 319.3 u
**Net charge**: 0
**HOMO energy**: -8.2 eV

Last column: Löwdin charge in e.
Atoms and positions in Å:
C (-0.44492, 0.51158, -0.69932)  -0.25
C (-1.72130, 0.25577, -1.57327)  -0.42
C (-0.47161, 1.92731, -0.08580)  -0.11
C (0.67333, 2.14375, 0.84805)  -0.19
C (1.67236, 3.09442, 0.68654)  -0.04
C (0.85906, 1.56563, 2.17402)  -0.12
C (2.06641, 2.08363, 2.67984)  -0.23
C (0.14756, 0.61151, 2.96641)  -0.01
C (2.52613, 1.81195, 3.97603)  -0.03
C (0.67127, 0.23735, 4.20091)  -0.09
C (1.85302, 0.83770, 4.66008)  -0.11
C (-0.84529, -1.94889, -2.34310)  -0.24
C (-0.33823, -1.91525, -3.77662)  -0.40
C (-1.29752, -3.33070, -1.86164)  -0.02
C (-1.86615, -3.51298, -0.44622)  -0.49
H (1.03031, 1.17838, -2.04843)  0.08
H (1.53762, 0.28623, -0.85286)  0.08
H (-0.35034, -0.23364, 0.09408)  0.14
H (-0.40200, 2.70054, -0.92587)  0.15
H (-1.36246, 2.08426, 0.47518)  0.11
H (1.75231, 3.74871, -0.14916)  0.11
H (3.14877, 3.78990, 2.03990)  0.17
H (-0.77204, 0.18289, 2.58956)  0.10
H (3.49452, 2.25481, 4.32961)  0.13
H (0.19014, -0.56219, 4.70234)  0.09
H (2.16609, 0.56153, 5.65939)  0.10
H (-2.63403, -0.93973, -2.85240)  0.17
H (-0.00046, -1.65154, -1.78126)  0.12
H (-2.07693, -3.78669, -2.53682)  0.15
H (-0.56328, -4.18840, -1.98186)  0.16
H (-2.21662, -1.73754, -0.47830)  0.04
H (-0.65249, -1.08637, -5.46029)  0.12
N (0.79085, 0.35072, -1.53816)  0.07
N (2.50442, 3.02113, 1.79003)  0.06
N (-1.84776, -0.94615, -2.21514)  0.08
O (-2.49483, 1.17275, -1.72692)  0.09
O (0.69009, -2.45276, -4.17127)  0.11
O (-1.80857, -4.56044, 0.15869)  0.10
O (-2.51850, -2.44774, 0.08783)  0.12
O (-1.08894, -1.11144, -4.61378)  0.10

=====

Which of them is most stable, and which least? Most stable: ii; least stable: i.

=====

i | Molecular formula: C6H12N3OS
Method: DFT, ωB97M-V/def2-TZVPD

Properties
**M**: 174.2 u
**Net charge**: +1
**HOMO energy**: -12.8 eV

Last column: Löwdin charge in e.
Atoms and positions in Å:
C (0.10267, 2.95200, 0.47775)  -0.34
C (-0.13793, 1.70107, 0.10526)  -0.19
C (-1.89905, 2.39192, -0.92646)  -0.64
C (-3.12918, 2.45985, -1.72920)  -0.09
C (2.91851, -1.22182, 1.25753)  -0.02
C (0.97893, -0.08948, 0.47714)  -0.18
N (-1.19010, 1.36820, -0.68999)  0.03
N (0.39864, -0.99817, -0.19066)  0.20
N (0.26878, -3.78030, 0.31401)  -0.02
O (1.99310, -0.11029, 1.26676)  -0.01
S (-1.21559, 3.88867, -0.20553)  1.06
H (0.75296, 3.29035, 1.27503)  0.09
H (-3.33904, 3.52952, -2.16787)  0.11
H (-3.08241, 1.81000, -2.67384)  0.11
H (-3.91845, 2.32973, -0.89848)  0.12
H (2.96419, -1.74085, 0.27467)  0.11
H (2.80403, -1.89842, 2.11255)  0.09
H (3.90101, -0.74783, 1.72270)  0.15
H (0.72766, -2.04839, -0.16977)  0.11
H (-0.39603, -0.60291, -0.67342)  0.09
H (-0.65076, -3.93893, 0.80241)  0.07
H (0.97571, -4.27336, 0.89424)  0.05
H (0.17234, -4.27054, -0.65482)  0.09

=====

ii | Molecular formula: C6H12N3OS
Method: DFT, ωB97M-V/def2-TZVPD

Properties
**M**: 174.2 u
**Net charge**: +1
**HOMO energy**: -13.5 eV

Last column: Löwdin charge in e.
Atoms and positions in Å:
C (-2.06038, -0.71419, 0.54983)  -0.26
C (0.76190, 0.05771, -0.12929)  -0.35
C (0.21623, -2.67169, 0.51972)  -0.30
C (3.59932, -0.49705, 0.06588)  -0.46
C (-2.20855, 1.33161, -0.98222)  -0.09
C (1.57690, 2.10271, 0.90720)  -0.09
N (-2.58542, 0.18581, -0.14965)  -0.01
N (1.24853, 1.15998, -0.05500)  -0.04
N (4.02368, 0.43533, -0.50108)  0.24
O (3.08304, -1.49287, 0.29247)  0.14
S (-0.17702, -0.99430, 1.22053)  1.03
H (-2.79766, -1.36585, 1.16091)  0.13
H (0.41656, -3.42144, 1.32672)  0.06
H (1.14046, -2.66698, -0.14486)  0.06
H (-3.20388, 1.66714, -1.34046)  0.09
H (-1.80318, 2.20115, -0.55548)  0.06
H (-1.56641, 1.03912, -1.91611)  0.13
H (1.88001, 1.70210, 1.83283)  0.08
H (0.86871, 2.92515, 1.03634)  0.11
H (2.49082, 2.49709, 0.48148)  0.08
H (-0.71398, -3.05971, -0.08158)  0.09
H (4.80427, 1.11996, -0.53138)  0.14
H (0.56460, -0.50119, -1.13786)  0.15

=====

Which of them is most stable, and which least? Most stable: i; least stable: ii.

=====

i | Molecular formula: C25H30N2O7
Method: DFT, ωB97M-V/def2-TZVPD

Properties
**Structure (SMILES)**: CCOC(=O)C1=C(C)NC(C)=C(C(=O)OCC)C1C(=O)OCC(=O)N1c2ccccc2C[C@H]1C
**M**: 470.5 u
**Net charge**: 0
**HOMO energy**: -8.2 eV

Last column: Löwdin charge in e.
Atoms and positions in Å:
C (-2.69900, -4.12880, -1.64562)  -0.06
C (-2.03130, -2.81608, -2.01048)  -0.22
H (-1.63812, -2.84497, -3.03361)  0.13
H (-2.72922, -1.97582, -1.93657)  0.10
O (-0.94621, -2.59484, -1.11151)  -0.03
C (-0.43068, -1.34872, -1.10234)  -0.43
O (-0.87784, -0.46117, -1.79288)  0.13
C (0.73374, -1.19848, -0.22953)  -0.02
C (1.13727, -2.07383, 0.71943)  -0.20
N (2.33923, -1.86417, 1.35162)  0.13
C (3.31796, -1.03913, 0.84936)  -0.20
C (2.98769, -0.14466, -0.10875)  -0.03
C (3.90019, 0.76073, -0.80532)  -0.43
O (3.52579, 1.61655, -1.57556)  0.12
O (5.20481, 0.55054, -0.53062)  -0.03
C (6.13133, 1.43450, -1.15953)  -0.21
C (6.25015, 2.75134, -0.40489)  -0.06
H (7.00012, 3.37794, -0.87906)  0.08
H (5.29523, 3.27036, -0.42074)  0.08
H (6.53758, 2.57084, 0.62842)  0.08
H (5.80439, 1.62032, -2.18790)  0.12
H (7.08049, 0.89354, -1.16147)  0.12
C (1.52615, 0.07618, -0.42816)  -0.09
C (0.99552, 1.15059, 0.52005)  -0.44
O (1.28813, 1.23025, 1.68776)  0.13
O (0.16989, 1.97143, -0.10863)  0.05
C (-0.38534, 3.06732, 0.60703)  -0.04
H (0.19237, 3.96780, 0.37003)  0.15
C (-1.81277, 3.31668, 0.13064)  -0.39
O (-2.15330, 4.42425, -0.23756)  0.08
N (-2.66072, 2.26399, 0.07243)  0.07
C (-2.60672, 0.97136, 0.59569)  -0.14
C (-1.86129, 0.45748, 1.64144)  0.01
C (-2.07248, -0.86161, 2.02073)  -0.08
C (-3.01967, -1.64961, 1.39420)  -0.10
C (-3.78838, -1.12526, 0.36174)  -0.04
C (-3.57614, 0.17633, -0.02827)  -0.16
C (-4.27056, 0.97621, -1.08732)  -0.06
H (-5.34800, 0.81670, -1.10251)  0.12
H (-3.86357, 0.71800, -2.06826)  0.13
C (-3.90371, 2.41419, -0.70007)  -0.28
C (-4.97749, 3.07147, 0.16263)  -0.03
H (-5.89543, 3.18718, -0.40773)  0.08
H (-5.17942, 2.46151, 1.04137)  0.09
H (-4.63876, 4.05364, 0.48094)  0.08
H (-3.69181, 3.05014, -1.56285)  0.15
H (-4.55068, -1.72328, -0.11666)  0.12
H (-3.17988, -2.66678, 1.72173)  0.10
H (-1.49153, -1.26396, 2.83729)  0.11
H (-1.13998, 1.04153, 2.18524)  0.10
H (-0.32736, 2.89146, 1.68695)  0.13
H (1.39231, 0.44873, -1.44661)  0.15
C (4.68430, -1.26575, 1.40662)  0.00
H (5.34212, -1.67262, 0.64124)  0.10
H (4.65011, -1.95519, 2.24802)  0.08
H (5.11626, -0.32494, 1.73602)  0.09
H (2.59588, -2.49777, 2.09407)  0.14
C (0.41888, -3.31275, 1.14245)  0.00
H (0.71808, -3.60016, 2.14924)  0.09
H (0.65317, -4.13046, 0.46200)  0.10
H (-0.65444, -3.16002, 1.11475)  0.06
H (-3.51540, -4.32700, -2.33404)  0.08
H (-3.09061, -4.08060, -0.63338)  0.06
H (-1.98131, -4.94267, -1.70269)  0.08

=====

ii | Molecular formula: C25H30N2O7
Method: DFT, ωB97M-V/def2-TZVPD

Properties
**Structure (SMILES)**: CCOc1ccc([C@H]2C(C(=O)c3ccc(C)o3)=C(O)C(=O)N2CCN2CCOCC2)cc1OC
**M**: 470.5 u
**Net charge**: 0
**HOMO energy**: -8.3 eV

Last column: Löwdin charge in e.
Atoms and positions in Å:
C (5.65920, -2.16402, -1.13055)  -0.06
C (4.91487, -2.78300, -2.30828)  -0.24
O (4.02814, -1.86946, -2.93120)  -0.03
C (2.95442, -1.35047, -2.27744)  -0.20
C (2.48817, -0.14928, -2.80460)  0.01
C (1.37844, 0.49603, -2.29523)  -0.03
C (0.71265, -0.04716, -1.21134)  -0.17
C (1.16582, -1.24287, -0.66865)  0.05
C (2.25531, -1.92133, -1.19365)  -0.17
O (2.67404, -3.13310, -0.70644)  -0.11
C (1.94706, -3.72663, 0.34079)  -0.07
H (0.90270, -3.89433, 0.05912)  0.09
H (1.98675, -3.12492, 1.25477)  0.10
H (2.43223, -4.68520, 0.52131)  0.10
H (0.63017, -1.65534, 0.17102)  0.11
C (-0.48468, 0.63801, -0.59205)  -0.16
N (-0.13406, 1.30045, 0.65366)  0.01
C (-0.80105, 0.78711, 1.70112)  -0.39
O (-0.73003, 1.09537, 2.88047)  0.07
C (-1.70666, -0.26405, 1.16462)  -0.16
C (-1.54024, -0.35232, -0.16892)  -0.03
C (-2.21128, -1.19744, -1.16706)  -0.29
O (-2.44933, -0.80302, -2.29552)  0.12
C (-2.55032, -2.54318, -0.72308)  -0.18
C (-3.36858, -3.48735, -1.30095)  0.03
C (-3.31925, -4.61637, -0.46459)  -0.01
C (-2.46649, -4.29933, 0.56148)  -0.31
O (-1.99821, -3.05311, 0.40640)  0.07
C (-2.01086, -5.08778, 1.73513)  0.00
H (-2.58222, -6.00803, 1.80552)  0.09
H (-2.14376, -4.50777, 2.64660)  0.09
H (-0.95251, -5.33402, 1.64565)  0.08
H (-3.84065, -5.54209, -0.59761)  0.11
H (-3.93084, -3.36000, -2.20273)  0.12
O (-2.52902, -0.89013, 2.00922)  0.12
H (-2.37345, -0.49636, 2.88791)  0.13
C (0.91043, 2.28876, 0.73278)  -0.09
H (1.15166, 2.42972, 1.78849)  0.14
H (1.78889, 1.89311, 0.21304)  0.13
C (0.52201, 3.64506, 0.12038)  -0.17
N (0.13106, 4.61069, 1.12810)  -0.17
C (-1.12425, 4.27647, 1.78267)  -0.16
C (-1.41696, 5.30972, 2.86931)  -0.19
H (-2.38755, 5.11727, 3.32880)  0.13
O (-1.47636, 6.61699, 2.34749)  -0.13
C (-0.26612, 6.93791, 1.70732)  -0.20
C (0.04547, 5.95416, 0.57988)  -0.18
H (1.00449, 6.21468, 0.12619)  0.12
H (-0.74338, 6.02761, -0.19043)  0.13
H (-0.38270, 7.94952, 1.31443)  0.12
H (0.55873, 6.91874, 2.43565)  0.13
H (-0.63078, 5.25140, 3.63650)  0.13
H (-1.03899, 3.29904, 2.25377)  0.10
H (-1.95925, 4.25910, 1.05853)  0.14
H (1.39360, 4.05603, -0.39474)  0.12
H (-0.27277, 3.49333, -0.63215)  0.12
H (-0.89754, 1.35497, -1.31137)  0.16
H (1.03839, 1.41747, -2.74162)  0.12
H (3.02539, 0.25942, -3.64554)  0.12
H (4.39065, -3.68966, -1.99564)  0.11
H (5.61948, -3.03658, -3.10562)  0.12
H (6.15455, -1.24692, -1.44136)  0.08
H (4.96938, -1.93232, -0.32325)  0.07
H (6.40538, -2.86267, -0.76281)  0.08

=====

Which of them is most stable, and which least? Most stable: i; least stable: ii.

=====

i | Molecular formula: CH2N2O3S
Method: DFT, ωB97M-V/def2-TZVPD

Properties
**M**: 122.1 u
**Net charge**: -2
**HOMO energy (alpha / beta)**: 0.1 / 0.1 eV

Last column: Löwdin charge in e.
Atoms and positions in Å:
C (-2.52329, -0.10452, 0.24353)  -1.04
N (-1.38271, 0.11189, -0.62421)  -0.31
N (1.07105, 0.36261, -1.16680)  -0.51
O (-2.95710, 0.86408, 0.83389)  -0.10
O (-2.95503, -1.24228, 0.15398)  -0.12
O (3.36575, -0.02269, 0.14824)  -0.41
S (0.08117, -0.01485, -0.04639)  0.70
H (2.23298, 0.05569, -0.53791)  -0.04
H (3.06718, -0.00992, 0.99566)  -0.17

=====

ii | Molecular formula: CH2N2O3S
Method: DFT, ωB97M-V/def2-TZVPD

Properties
**M**: 122.1 u
**Net charge**: -2
**HOMO energy**: 0.9 eV

Last column: Löwdin charge in e.
Atoms and positions in Å:
C (0.00455, -3.38122, 1.50215)  -0.82
N (-0.54157, -2.27281, 1.63527)  0.02
N (1.08446, -0.03702, 0.44006)  -0.45
O (0.52455, -4.31909, 0.97121)  -0.02
O (-0.53921, -3.21512, 2.76139)  -0.15
O (0.16291, 1.61221, 2.03914)  -0.68
S (-0.21621, 0.52440, 1.12271)  0.38
H (0.77471, -0.88728, -0.05619)  -0.07
H (-1.17688, 1.25058, -0.53187)  -0.21

=====

iii | Molecular formula: CH2N2O3S
Method: DFT, ωB97M-V/def2-TZVPD

Properties
**M**: 122.1 u
**Net charge**: -2
**HOMO energy**: 0.1 eV

Last column: Löwdin charge in e.
Atoms and positions in Å:
C (-1.74654, -0.37200, -0.04205)  -0.96
N (-0.74625, 0.61849, -0.35956)  -0.20
N (1.48208, -0.38390, 0.82377)  -0.35
O (-2.86085, 0.04674, -0.39344)  -0.15
O (-1.46275, -1.32660, 0.65247)  -0.10
O (1.30722, 1.98036, 0.19840)  -0.53
S (0.82893, 0.62808, -0.10047)  0.37
H (1.24821, -1.37188, 0.81860)  -0.04
H (1.94994, 0.18071, -1.59772)  -0.06

=====

Which of them is most stable, and which least? Most stable: i; least stable: ii.